#one
54
Properties=species:S:1:pos:R:3 method="wB97M-V/def2-TZVPD" orbital_gap_ha=0.3363 lumo_energy_ev=0.499
C -4.84960 -4.06174 1.76945
C -4.58584 -2.79253 1.01855
C -4.08888 -1.67106 1.67263
C -3.82145 -0.50558 0.98068
C -4.04003 -0.43668 -0.38918
C -3.74407 0.84128 -1.13210
N -2.53231 1.47985 -0.65874
C -1.30561 0.83505 -0.77069
C -1.15390 -0.29286 -1.58364
C 0.07742 -0.89626 -1.72387
C 1.20500 -0.40350 -1.07423
C 2.49695 -1.12184 -1.26309
O 2.54944 -2.30218 -1.54927
N 3.60527 -0.34574 -1.15798
C 4.92746 -0.91198 -1.09366
C 5.65709 -0.49397 0.18995
C 5.96890 1.02161 0.26807
C 5.17980 1.50114 1.49019
C 5.00285 0.20044 2.27609
O 4.83447 -0.80277 1.30263
C 1.04648 0.69424 -0.23470
C -0.18278 1.30582 -0.08544
S -2.70261 2.93508 0.16026
C -1.78505 4.08077 -0.90130
O -4.08524 3.29788 0.09936
O -2.08774 2.89510 1.45268
C -4.53669 -1.55199 -1.04740
C -4.80940 -2.71472 -0.34955
H -5.16443 -3.85046 2.78879
H -3.93907 -4.66013 1.81607
H -5.61734 -4.65355 1.27658
H -3.91145 -1.71150 2.73754
H -3.43890 0.36177 1.50036
H -3.68335 0.66669 -2.21221
H -4.54327 1.56367 -0.94899
H -1.99838 -0.71543 -2.09986
H 0.18691 -1.77216 -2.34511
H 3.50288 0.61526 -0.87669
H 4.79715 -1.99672 -1.11162
H 5.52486 -0.60790 -1.96156
H 6.59234 -1.07201 0.25338
H 7.03703 1.17574 0.41685
H 5.67751 1.53952 -0.64445
H 4.20582 1.89644 1.19841
H 5.70530 2.26169 2.06268
H 5.89831 -0.00268 2.88292
H 4.12352 0.18788 2.92072
H 1.87485 1.06416 0.35254
H -0.28376 2.12095 0.60989
H -0.81690 3.65692 -1.13188
H -2.37600 4.22090 -1.79626
H -1.67864 5.01463 -0.36423
H -4.71779 -1.51184 -2.11282
H -5.19712 -3.57465 -0.87676

***

#two
54
Properties=species:S:1:pos:R:3 method="wB97M-V/def2-TZVPD" orbital_gap_ha=0.3234 lumo_energy_ev=0.348
C -1.33836 -3.76451 -2.61197
C -0.29215 -3.05202 -1.78830
C 0.38285 -1.81636 -2.26145
C 1.15945 -1.26270 -1.43732
C 1.32275 -1.85656 -0.27087
S 2.49101 -0.87914 0.94190
O 2.10949 -1.01222 2.32781
O 3.68008 -0.92534 0.35562
N 2.06063 0.58575 0.59335
C 3.09037 1.82638 0.46480
C 2.63192 2.72134 -0.79750
C 1.32446 2.24165 -1.28222
O 1.45430 1.83089 -2.53978
N 0.21681 2.17307 -0.59711
C -0.94706 1.85844 -1.52821
C -2.09926 2.50400 -1.25884
O -2.71786 2.98324 -0.04200
C -3.84951 1.83664 0.37520
C -3.22191 0.49554 0.80994
C -3.44265 -0.50848 -0.05894
C -3.01365 -1.86356 0.32000
C -2.26583 -1.87387 1.66687
C -2.10753 -0.89465 2.37082
C -2.60359 0.38245 1.94877
C 0.35469 2.52205 0.68855
C 0.84656 1.20639 1.36731
C 0.59285 -2.89084 0.40040
C -0.30732 -3.61424 -0.32177
H -0.84281 -4.05400 -3.64389
H -2.00511 -3.03891 -3.11046
H -1.75634 -4.71544 -2.10752
H 0.08698 -1.50671 -3.29036
H 1.50536 -0.29680 -1.71434
H 4.05847 1.00650 0.13112
H 3.38173 2.36697 1.23996
H 3.58895 2.76913 -1.42600
H 2.53946 3.61719 -0.20411
H -1.14732 0.78003 -0.79540
H -0.79769 1.53272 -2.39876
H -1.82378 3.64302 -1.46318
H -2.89080 2.26260 -1.99804
H -4.28902 2.25606 1.21665
H -4.54379 1.81165 -0.38460
H -4.10183 -0.43579 -0.85274
H -3.17118 -2.68605 -0.12044
H -1.93391 -2.84415 2.27059
H -1.52198 -0.81589 3.15627
H -2.38123 1.54565 2.57020
H 0.76634 3.37386 1.12247
H -0.84599 2.58893 1.24959
H 0.08229 0.46216 1.64779
H 1.15658 1.59072 2.54621
H 0.78100 -3.09926 1.26648
H -0.73970 -4.35438 -0.25356

***

Referenced to the most stable arrangement, the calculated values in hartree are #one 0.0000; #two 0.6943.

***

#one
63
Properties=species:S:1:pos:R:3 method="wB97M-V/def2-TZVPD" orbital_gap_ha="0.0993 / 0.0995" charge=-2 lumo_energy_ev="2.908 / 2.911"
Lu 1.24926 -0.39149 -0.42983
C 4.63434 0.56733 4.12298
S 5.06817 -0.82867 3.06335
C 3.84217 -0.59842 1.82414
S 3.27078 -1.95149 0.90658
N 3.60190 0.69167 1.58234
N 2.91897 0.93851 0.49621
C 2.93045 2.24057 0.13290
C 2.62036 2.54255 -1.20140
C 2.91529 3.79628 -1.82753
C 2.57519 3.89369 -3.21095
C 1.84673 2.91698 -3.87863
C 1.66599 1.69741 -3.14805
N 2.01180 1.53673 -1.90068
H 5.47378 0.73847 4.83962
H 3.79461 0.23848 4.79370
H 4.35281 1.50032 3.63346
H 3.41937 3.00955 0.76397
H 3.60199 4.49940 -1.34654
H 2.85046 4.83203 -3.76287
H 1.61100 3.03369 -4.93739
H 1.19731 0.87663 -3.68089
C -0.40246 -4.05662 -1.05890
C -0.20422 -3.57017 0.37720
C -0.21556 -4.60335 1.35759
C -0.34923 -4.17479 2.67964
C -0.55216 -2.81270 3.01398
C -0.93625 -2.37815 4.31436
Br -1.60315 -3.67026 5.56341
C -0.99174 -0.99426 4.56106
C -0.58417 -0.03666 3.63411
Br -0.40307 1.74173 4.11379
C -0.19201 -0.48216 2.29107
O 0.29644 0.33065 1.36314
C -0.26708 -1.86258 1.96981
N -0.04859 -2.26121 0.64835
H -1.04099 -4.91700 -0.86819
H 0.55156 -4.33772 -1.51017
H -0.93069 -3.26893 -1.60028
H -0.11355 -5.63842 1.01721
H -0.37420 -4.89536 3.53531
H -1.32759 -0.68447 5.52162
S -1.79716 -4.08951 -5.01737
As 0.35059 -3.47368 -5.24578
S 0.13763 -1.60188 -3.56562
S 1.67822 -2.23662 -2.46403
S 1.94981 -4.61611 -4.30830
N -0.78166 0.36793 -1.14471
C -1.71126 1.06839 -1.07111
N -2.74903 1.81381 -0.95788
C -3.10078 2.88246 -1.88032
C -4.55688 2.86271 -2.27807
O -5.36624 2.80267 -1.10238
C -5.11642 1.60672 -0.29997
C -3.64910 1.54778 0.18326
H -2.45374 2.85777 -2.79208
H -2.90369 3.82990 -1.36247
H -4.69759 2.03557 -2.99817
H -4.83468 3.83269 -2.68665
H -5.38871 0.66839 -0.85962
H -5.85755 1.76791 0.48699
H -3.40820 0.57000 0.61657
H -3.50759 2.29533 0.98912

***

#two
63
Properties=species:S:1:pos:R:3 method="wB97M-V/def2-TZVPD" orbital_gap_ha="0.1301 / 0.1787" charge=-2 lumo_energy_ev="3.446 / 3.441"
Lu -1.50320 0.89868 0.18414
C 2.17585 5.27211 0.93053
S 1.29490 5.81961 -0.52444
C 0.21967 4.41737 -0.47000
S -0.83012 4.22452 0.86365
N 0.46394 3.53991 -1.41791
N -0.40137 2.46213 -1.46576
C -0.57283 2.06902 -2.71978
C -1.25791 0.85393 -3.03247
C -1.34487 0.47426 -4.42511
C -2.12438 -0.64898 -4.77478
C -2.66929 -1.41877 -3.71224
C -2.51183 -1.02037 -2.39801
N -1.80354 0.09181 -2.07193
H 3.06802 5.92402 1.01422
H 2.56200 4.24540 0.76094
H 1.55845 5.32381 1.84450
H -0.31678 2.71417 -3.55551
H -0.83248 1.08918 -5.13481
H -2.26521 -0.97294 -5.80901
H -3.30022 -2.25200 -3.89802
H -2.99786 -1.49964 -1.57868
C 2.11651 0.55293 -0.98631
C 2.06454 0.88861 0.47001
C 3.26049 1.12026 1.16551
C 3.25541 1.40391 2.51177
C 2.04721 1.48918 3.18276
C 1.92319 1.86417 4.55324
Br 3.40873 2.12946 5.69945
C 0.66986 2.01112 5.15020
C -0.53815 1.75674 4.43697
Br -2.15689 2.10949 5.31401
C -0.44556 1.35657 3.05639
O -1.51424 1.11184 2.38028
C 0.84294 1.32745 2.43223
N 0.87743 1.02042 1.12376
H 2.61412 -0.41125 -1.14401
H 2.65214 1.30415 -1.52067
H 1.06879 0.46381 -1.34256
H 4.19258 1.00113 0.61744
H 4.14745 1.57709 3.07099
H 0.64661 2.31681 6.20840
S -6.75123 -0.47916 -2.84603
As -5.35183 0.98736 -0.26911
S -4.10069 -0.49057 0.68662
S -3.75574 2.49714 -0.16979
S -5.21981 0.69482 -2.63958
N -0.72717 -1.27460 0.25871
C -0.19185 -2.30677 0.09668
N 0.43448 -3.41145 -0.04490
C 1.14208 -4.01206 1.11588
C 0.71030 -5.49005 1.24397
O 0.89746 -6.18983 -0.01812
C 0.06242 -5.60490 -1.07005
C 0.45504 -4.16444 -1.31885
H 0.88156 -3.42471 2.00905
H 2.23521 -3.95856 1.01693
H -0.32764 -5.59349 1.61653
H 1.36799 -6.01397 1.92059
H -1.03339 -5.74173 -0.91744
H 0.29618 -6.24333 -1.92905
H -0.20697 -3.63820 -1.99637
H 1.43949 -4.14260 -1.73506

***

Referenced to the most stable arrangement, the calculated values in hartree are #one 0.0826; #two 0.0000.

***

#one
9
Properties=species:S:1:pos:R:3 method="wB97M-V/def2-TZVPD" orbital_gap_ha=0.2445 charge=-1 lumo_energy_ev=3.678
C 1.06942 0.21462 0.21299
C 0.29089 -0.98976 -0.25192
O 0.80583 -1.95860 -0.75693
O -1.02438 -1.05669 -0.00125
S -2.04463 0.43628 0.75606
S -2.91460 1.44359 -0.70184
H 0.29159 0.99209 0.54023
H 1.61244 0.66738 -0.65574
H 1.91343 0.25110 0.85839

***

#two
9
Properties=species:S:1:pos:R:3 method="wB97M-V/def2-TZVPD" orbital_gap_ha=0.2440 charge=-1 lumo_energy_ev=3.603
O -1.15623 -1.38167 0.06118
C -0.74315 -0.24527 0.30004
O -1.13242 0.60308 1.22792
C 0.26708 0.36204 -0.63373
S 0.17984 2.00462 -0.99353
S 1.89648 -0.24514 0.52905
H -1.92513 0.17379 1.59838
H 0.49545 -0.12170 -1.63400
H 2.11808 -1.14976 -0.45530

***

Referenced to the most stable arrangement, the calculated values in hartree are #one 0.0000; #two 0.0071.